(1)
The following is a quantum chemistry calculation of a 8-piece molecular cluster, C18H30B3Br2F12N2O2 overall at a distorted geometry, from the OMol25 dataset.

CARTESIAN COORDINATES (ANGSTROEM)
B1 2.9966 2.8692 3.3919
F1 3.6339 2.5613 2.1969
F2 2.9322 1.7018 4.1237
F3 3.7397 3.8698 4.0257
F4 1.7090 3.3314 3.2877
B2 1.4385 -2.6104 3.4582
F5 1.7422 -1.2554 3.8068
F6 2.4030 -3.0000 2.5273
F7 1.6749 -3.4570 4.5394
F8 0.1167 -2.6593 2.9620
B3 0.7858 0.5956 0.9335
F9 -0.1293 1.5309 0.4759
F10 1.1261 1.0543 2.2052
F11 0.3169 -0.6584 1.0842
F12 1.9038 0.5501 0.0986
C1 -1.6224 6.7795 1.1436
C2 -0.5918 6.1696 0.1450
C3 -0.5538 4.6754 0.4802
O1 -1.7465 4.4178 1.2585
C4 -2.5647 5.6304 1.3068
H1 -2.1193 7.6794 0.7810
H2 -1.1224 6.9862 2.0898
H3 0.3228 6.7228 0.3582
H4 -0.9022 6.2944 -0.8924
H5 0.3182 4.6963 1.1339
H6 -0.6078 3.9632 -0.3432
H7 -3.1443 5.7631 2.2203
H8 -3.3596 5.6065 0.5614
C5 4.1824 -3.5708 -1.9690
C6 2.8910 -2.8200 -2.1657
C7 2.4833 -2.6852 -0.6957
O2 3.7173 -2.4005 -0.0510
C8 4.6554 -3.3081 -0.5725
H9 4.8614 -3.2219 -2.7470
H10 4.0114 -4.6294 -2.1643
H11 2.0993 -3.2945 -2.7455
H12 3.0722 -1.7717 -2.4028
H13 1.9881 -3.5031 -0.1723
H14 1.9053 -1.7627 -0.6418
H15 4.5583 -4.2868 -0.1026
H16 5.6177 -2.8046 -0.4792
Br1 -4.0211 2.0149 1.1949
C9 -3.7231 1.4295 -0.7434
C10 -3.8534 -0.0183 -0.9741
Br2 -5.7150 -0.4862 -0.3552
H17 -2.6918 1.6518 -1.0175
H18 -4.4687 1.9702 -1.3264
H19 -3.0279 -0.4305 -0.3938
H20 -3.8681 -0.3082 -2.0248
N1 -1.3752 -3.5808 1.0646
C11 -0.8335 -4.8128 1.1883
C12 -1.3048 -5.5639 0.0485
C13 -2.2672 -4.7026 -0.5432
C14 -2.1677 -3.4667 -0.0054
H21 -1.2040 -2.8586 1.7495
H22 -0.2262 -5.0382 2.0525
H23 -0.9672 -6.5655 -0.1733
H24 -2.9203 -4.9877 -1.3547
H25 -2.6587 -2.5589 -0.3235
N2 -0.1367 -0.1261 -2.0954
C15 -0.5249 0.9489 -2.7814
C16 -1.1552 0.5353 -3.9551
C17 -1.2144 -0.8574 -3.8680
C18 -0.5955 -1.2703 -2.7428
H26 0.3447 -0.0590 -1.2100
H27 -0.1806 1.9390 -2.5216
H28 -1.6323 1.2499 -4.6094
H29 -1.7401 -1.5694 -4.4869
H30 -0.6099 -2.2274 -2.2428

Results
HOMO energy (Eh): -0.0538
Total charge: -3
E (eV): -200967.3533
Energy relative to the best compared isomer or geometry (same formula, charge and spin) (kcal per mole): 6.7
E_LUMO (eV): 5.3
HOMO-LUMO gap (eV): 6.73

(2)
The following is a quantum chemistry calculation of a 4-piece molecular cluster, C18H30Br2IN3OP2 overall, from the OMol25 dataset.

CARTESIAN COORDINATES (ANGSTROEM)
C1 2.0103 0.1197 2.4662
C2 0.5275 0.3926 2.6075
C3 -0.3150 -0.2951 1.5496
I1 -0.4585 0.8328 -0.2718
P1 -2.0456 -0.8371 2.1921
C4 -2.4904 0.8456 2.8451
C5 -3.9545 1.3025 2.7246
C6 -3.9870 2.7827 2.3351
Br1 -3.7513 2.9150 0.4062
P2 -3.9818 -1.7609 3.0420
O1 -4.1355 -3.0445 2.0180
Br2 -3.0369 -2.6760 4.8822
H1 2.3930 0.5156 1.5324
H2 2.5389 0.6027 3.2804
H3 2.1870 -0.9482 2.5132
H4 0.1886 0.0296 3.5805
H5 0.3398 1.4600 2.5922
H6 0.1878 -1.2180 1.2838
H7 -2.4674 -1.1725 0.8770
H8 -1.3242 -1.8264 2.9430
H9 -1.8814 1.5603 2.3105
H10 -2.1956 0.8413 3.8873
H11 -4.4750 1.2267 3.6690
H12 -4.4968 0.7710 1.9574
H13 -4.8928 3.2794 2.6444
H14 -3.1379 3.2955 2.7619
H15 -5.0884 -3.2313 1.9591
C7 -0.8200 -3.1888 -3.4858
C8 0.0866 -3.1404 -4.5798
C9 0.5281 -1.8480 -4.6847
N1 -0.0781 -1.1174 -3.6996
C10 -0.8987 -1.9241 -2.9645
H16 -1.3519 -4.0523 -3.1233
H17 0.3830 -3.9591 -5.2140
H18 1.2183 -1.3876 -5.3708
H19 0.0593 -0.1364 -3.5381
H20 -1.4638 -1.5326 -2.1382
C11 5.7726 -3.6679 -5.6072
C12 4.5240 -2.9919 -5.6844
C13 3.8750 -3.1921 -4.4950
N2 4.6834 -3.9624 -3.7058
C14 5.8412 -4.2568 -4.3735
H21 6.5314 -3.7162 -6.3699
H22 4.1465 -2.4246 -6.5187
H23 2.9152 -2.8559 -4.1449
H24 4.4581 -4.2683 -2.7774
H25 6.6094 -4.8561 -3.9165
C15 -0.9707 5.7582 1.8706
C16 -0.4901 4.4743 1.4952
C17 0.7445 4.3172 2.0684
N3 1.0254 5.4553 2.7745
C18 -0.0138 6.3377 2.6605
H26 -1.9107 6.2036 1.5904
H27 -0.9915 3.7526 0.8732
H28 1.4444 3.4996 2.0309
H29 1.8683 5.6201 3.2930
H30 0.0175 7.2972 3.1469

Results
HOMO energy (Eh): -0.2921
Total charge: 0
E (eV): -192432.3833
E_LUMO (eV): 0.3
Structure (SMILES): CC[C@H](I)[PH2](CCCBr)P(O)Br.c1cc[nH]c1.c1cc[nH]c1.c1cc[nH]c1
HOMO-LUMO gap (eV): 8.26

(3)
The following is a quantum chemistry calculation of a 2-piece molecular cluster, C18H30BrF3N3O8S2 overall at a distorted geometry, from the OMol25 dataset.

CARTESIAN COORDINATES (ANGSTROEM)
C1 -1.5024 -0.8962 -2.4643
C2 -1.2360 0.5609 -2.8239
S1 -1.7532 1.6275 -1.4423
C3 -0.3565 2.7688 -1.3517
C4 0.9092 2.1176 -0.7891
C5 2.2219 2.7018 -1.2996
O1 2.7379 1.9148 -2.3464
C6 3.8736 2.3769 -2.8093
N1 4.9313 2.7183 -3.1075
N2 3.1423 2.6477 -0.0934
C7 2.5907 1.6024 0.8498
O2 3.2245 0.4091 0.4880
N3 2.4582 -0.4592 -0.4930
O3 3.1924 -1.1179 -1.0524
C8 1.0571 1.7748 0.7391
C9 0.7727 3.1474 1.4758
C10 -0.6654 3.4418 1.9104
C11 -1.1501 2.9624 3.2819
S2 -0.2823 3.6218 4.6902
O4 -0.9356 3.1257 5.8560
O5 -0.1440 5.0309 4.5266
O6 1.1745 2.9529 4.6428
C12 0.1883 0.5628 1.1275
C13 0.7604 -0.4752 2.1255
C14 0.1502 -0.4433 3.5165
Br1 0.3756 -2.2621 1.3922
H1 -1.1660 -1.5543 -3.2627
H2 -0.9855 -1.1378 -1.5343
H3 -2.5620 -1.0461 -2.2856
H4 -1.8196 0.8689 -3.6897
H5 -0.1856 0.7231 -3.0710
H6 -0.6662 3.6727 -0.8291
H7 -0.1349 3.0761 -2.3771
H8 0.8930 1.1251 -1.2520
H9 2.0998 3.7542 -1.5571
H10 3.2113 3.5774 0.3282
H11 4.1146 2.3921 -0.3123
H12 2.9577 1.8038 1.8559
H13 1.4549 3.3182 2.3099
H14 1.0198 3.9247 0.7464
H15 -0.7640 4.5284 1.9463
H16 -1.3894 3.1002 1.1703
H17 -2.1548 3.3564 3.4342
H18 -1.2150 1.8853 3.4151
H19 1.2044 2.2323 4.0030
H20 -0.7897 0.8738 1.4846
H21 -0.0085 0.0329 0.2038
H22 1.8408 -0.4498 2.2134
H23 0.4655 -1.3017 4.1022
H24 0.4953 0.4345 4.0682
H25 -0.9369 -0.4047 3.4752
C15 -1.3347 -7.6584 -2.6411
C16 -1.2531 -6.2510 -3.1860
O7 -2.4247 -5.4811 -2.8259
C17 -2.4267 -4.9494 -1.6179
O8 -1.5671 -5.0167 -0.7884
C18 -3.7265 -4.1407 -1.4100
F1 -4.7974 -4.7940 -1.8524
F2 -3.6333 -2.9756 -2.0811
F3 -3.9021 -3.8578 -0.1242
H26 -2.2517 -8.1433 -2.9752
H27 -0.4831 -8.2410 -2.9900
H28 -1.3304 -7.6582 -1.5517
H29 -1.2434 -6.2524 -4.2733
H30 -0.3593 -5.7343 -2.8383

Results
HOMO energy (Eh): -0.4414
Total charge: +1
E (eV): -139857.0805
E_LUMO (eV): -4.2
HOMO-LUMO gap (eV): 7.82

(4)
The following is a quantum chemistry calculation of C18H30DyN3O as an isolated structure at a distorted geometry, from the OMol25 dataset.

CARTESIAN COORDINATES (ANGSTROEM)
C1 -1.6191 -2.0739 -0.3537
H1 -1.0762 -2.9634 -0.7331
H2 -2.4478 -2.3174 0.3305
H3 -0.7178 -1.6325 1.2701
C2 -2.1300 -1.2345 -1.5599
H4 -2.1803 -0.1503 -1.2959
H5 -1.4094 -1.3178 -2.3962
C3 -3.5199 -1.7229 -2.0449
H6 -3.8285 -1.1991 -2.9580
H7 -3.4865 -2.7979 -2.2746
H8 -4.2894 -1.5486 -1.2867
C4 0.2336 1.9134 1.4083
C5 -0.9614 2.0578 0.6184
C6 -2.0011 1.2794 1.2577
C7 -1.4285 0.6485 2.4090
C8 -0.0491 1.0057 2.4852
C9 0.8883 0.6204 3.5798
C10 -2.1764 -0.1569 3.4216
C11 -3.4048 1.0718 0.7835
C12 -1.0598 2.7708 -0.6964
C13 1.5618 2.5403 1.1486
Dy1 -0.1832 -0.2026 0.1167
H9 -1.4978 -0.8546 3.9322
H10 -2.6406 0.4747 4.1941
H11 -2.9851 -0.7289 2.9443
H12 0.5154 -0.2696 4.0986
H13 1.8968 0.4362 3.1864
H14 0.9687 1.4199 4.3267
H15 1.6494 2.8770 0.1117
H16 1.7337 3.4330 1.7689
H17 2.3827 1.8436 1.3932
H18 -1.8524 2.3419 -1.3319
H19 -1.3210 3.8371 -0.5523
H20 -0.0992 2.7421 -1.2399
H21 -3.6350 -0.0152 0.7198
H22 -4.1459 1.5148 1.4785
H23 -3.5526 1.5437 -0.1970
C14 4.4205 -1.8815 0.0849
N1 3.5316 -1.3207 -0.9252
C15 4.0021 -1.2619 -2.2114
C16 3.2247 -0.7615 -3.2116
C17 1.8963 -0.4231 -2.8856
N2 1.4001 -0.6330 -1.6288
C18 2.2718 -0.9598 -0.6137
O1 1.8738 -0.8823 0.6241
N3 1.0624 0.2060 -3.7172
H24 5.3287 -2.1452 -0.4484
H25 3.9890 -2.7894 0.5227
H26 4.6703 -1.1605 0.8647
H27 5.0289 -1.6191 -2.3006
H28 3.6536 -0.6340 -4.2128
H29 1.3489 0.5622 -4.6390
H30 0.1661 0.5175 -3.3651

Results
HOMO energy (spin up / spin down) (Eh): -0.5196 / -0.5190
Total charge: +2
E (eV): -49738.4570
E_LUMO (spin up / spin down) (eV): -8.3 / -8.2
Spin multiplicity: 6
HOMO-LUMO gap (spin up / spin down) (eV): 5.81 / 5.91
⟨S²⟩: 9.389

> The lowest E belongs to which entry?

C18H30B3Br2F12N2O2